Entry 1:
Formula: C37H27N8ORuS4
Source: the Open Molecules 2025 dataset
Level of theory: ωB97M-V/def2-TZVPD

Each line ends with the Löwdin spin population.
Atoms and positions in Å:
H -2.124 4.749 0.448  0.000
H -1.977 7.333 -2.970  0.000
C 2.725 1.346 3.075  0.296
C -1.157 5.387 -3.254  0.002
C 2.064 3.467 3.771  0.163
C -0.587 -3.542 2.388  0.011
C -1.561 -2.254 -1.886  0.003
H 2.587 -4.480 4.302  0.001
H 5.119 -0.122 -4.783  0.000
C 0.072 1.996 -2.786  0.013
H -2.429 -2.097 -1.259  0.000
C 1.938 2.425 2.806  0.087
C -1.221 -0.923 2.054  0.004
S -1.536 -3.444 -3.105  0.005
C 2.787 0.071 2.239  0.066
C 4.737 0.293 -3.859  0.001
C -1.764 6.378 -2.509  -0.001
C 4.477 -1.035 0.592  0.003
C 4.870 1.904 -2.038  0.000
C 2.942 3.153 4.752  0.308
S 3.088 -2.736 2.686  0.002
H 1.321 -2.740 5.803  0.000
C 5.367 1.349 -3.231  0.001
H -0.314 -4.584 2.482  0.001
H 6.259 -1.737 -0.443  0.001
C 4.183 -0.188 1.707  0.035
C 0.466 -1.990 -2.706  0.002
C 0.054 -3.004 -3.511  0.004
C -0.037 -2.771 1.368  0.008
H 1.526 4.404 3.732  0.003
H 3.352 1.823 -0.501  0.000
H 7.651 -0.343 1.327  0.000
H 2.741 -1.770 -4.432  0.000
N 2.677 -1.184 -3.614  0.006
H 0.592 -3.514 -4.296  0.000
C 5.816 -1.154 0.351  0.004
N -1.321 2.318 0.435  -0.004
S 3.611 1.596 4.530  0.022
N -0.461 -1.566 -1.778  0.063
N 1.941 -0.374 -1.705  0.008
S 5.626 0.440 2.415  0.007
H 3.235 3.751 5.602  0.010
N -0.246 3.138 -3.353  0.009
H 0.669 -3.195 0.665  0.000
H 1.298 2.481 1.937  -0.001
N -0.950 1.028 0.782  -0.018
H -2.571 6.949 -0.600  0.000
C 3.735 1.409 -1.426  0.002
O 1.908 0.224 1.163  0.308
C -1.547 0.471 1.764  0.035
H 1.421 -0.329 4.781  0.003
H -2.498 -1.115 3.761  0.001
Ru 0.552 0.155 -0.249  2.339
C -1.849 4.941 -0.580  0.000
C 2.446 -3.429 4.099  0.012
C -0.889 4.171 -2.644  -0.002
H -1.935 -3.532 4.057  0.000
C 1.805 -2.502 4.865  0.001
C -1.803 -1.612 3.097  0.011
C 3.586 -0.191 -3.246  0.001
H 0.590 1.269 -3.398  0.000
C -0.927 2.624 -0.751  0.001
C -2.104 6.159 -1.171  0.001
C -1.232 3.927 -1.318  0.000
C 2.500 -1.156 3.104  0.026
N -0.216 1.689 -1.542  0.028
H -2.297 1.025 2.319  0.001
H 5.393 2.742 -1.595  0.000
C 6.570 -0.407 1.279  0.000
H 3.700 -1.528 0.028  0.000
C 3.098 0.339 -2.054  0.003
H 6.261 1.767 -3.673  0.000
H 0.006 3.295 -4.319  0.000
C 1.716 -1.243 -2.679  0.009
H -0.897 5.553 -4.293  0.000
C 1.849 -1.200 4.303  0.013
C -1.482 -2.955 3.261  -0.002
N -0.351 -1.494 1.197  0.081

Energy relative to the best compared isomer or geometry (same formula, charge and spin) (kJ/mol): 0.0
Spin multiplicity: 5
E_HOMO (spin up / spin down) (eV): -15.0 / -15.0
Charge: +3
Molecular weight (g/mol): 829.02
Gap between HOMO and LUMO (spin up / spin down) (hartree): 0.2486 / 0.1294

Entry 2:
Formula: F2H2O2Si
Source: the Open Molecules 2025 dataset
Level of theory: ωB97M-V/def2-TZVPD

Each line ends with the Mulliken charge.
Atoms and positions in Å:
F 2.238 -0.339 -0.162  -0.179
O 0.407 1.221 -0.790  -0.386
H -0.330 1.809 -0.526  0.386
Si 0.713 -0.069 0.071  0.885
O -0.174 -0.569 1.271  -0.428
F -1.803 -1.126 -0.608  -0.771
H -1.051 -0.928 0.745  0.493

Energy relative to the best compared isomer or geometry (same formula, charge and spin) (kJ/mol): 429.2
E_HOMO (eV): -10.6
Molecular weight (g/mol): 100.10
Gap between HOMO and LUMO (hartree): 0.3421

Entry 3:
Formula: C2H4O2P
Source: the Open Molecules 2025 dataset
Level of theory: ωB97M-V/def2-TZVPD

Each line ends with the Mulliken charge.
Atoms and positions in Å:
H 0.662 -0.308 1.221  0.176
H -1.166 1.305 1.166  -0.047
C 1.376 0.371 -1.409  0.532
H -0.077 -1.757 0.469  0.216
C 0.067 -0.622 0.307  -0.803
O 2.443 -0.063 -1.198  -0.410
O 0.588 1.042 -2.012  -0.474
H -2.408 -0.209 1.215  -0.032
P -1.485 0.242 0.240  -0.158

Energy relative to the best compared isomer or geometry (same formula, charge and spin) (kJ/mol): 229.4
E_HOMO (eV): -2.6
Charge: -1
Molecular weight (g/mol): 91.03
Gap between HOMO and LUMO (hartree): 0.2537

Entry 4:
Formula: C47H70F3N17O6S
Source: the Open Molecules 2025 dataset
Level of theory: ωB97M-V/def2-TZVPD

Each line ends with the Mulliken charge.
Atoms and positions in Å:
O 1.939 2.687 -2.458  -0.648
H -2.631 0.660 -5.579  0.310
C -5.436 -2.514 -6.517  0.408
H -2.759 2.254 1.373  0.377
C -6.431 6.128 -5.883  0.293
C 4.619 1.502 -1.512  -2.784
H -5.488 10.905 -4.512  0.281
C -0.471 -1.379 0.601  -0.895
O -0.971 -2.217 -0.469  -0.641
C 3.869 1.810 -6.370  0.561
H 3.488 1.991 -3.577  0.477
C 0.652 -3.424 4.775  -0.879
H 6.174 1.853 -0.147  0.502
C 4.590 -2.875 -1.958  -1.731
C -5.365 10.489 -6.557  0.433
C -8.649 0.306 -1.469  -0.353
C 0.248 -1.625 -0.639  0.073
C -2.748 2.305 0.285  -0.206
H 1.071 -3.216 5.755  0.266
H 4.616 -3.027 -3.024  0.369
H -0.269 -5.696 13.230  0.291
C 3.979 1.942 4.494  -0.958
H 2.881 -9.882 2.633  0.279
C -6.870 -2.494 -6.280  -0.757
H -2.343 3.263 -0.030  0.282
C -5.570 3.284 -4.063  -0.300
C 5.284 -5.841 0.411  0.276
C 0.254 -0.517 -1.631  -0.396
N 4.777 3.024 2.270  -0.517
N 5.789 -5.759 -0.620  -0.458
C 4.425 2.579 3.274  0.594
N -9.147 1.815 0.596  -0.472
C -5.588 7.278 -5.604  -0.672
H -4.665 2.996 -3.529  0.255
C 6.629 -0.020 -0.910  0.746
H -6.208 12.128 -5.574  0.272
N -7.105 5.214 -6.066  -0.439
C -1.903 -2.570 8.695  -0.781
C -2.898 -0.101 -4.847  -0.330
F 7.880 0.429 -0.542  -0.341
C 2.349 0.721 -0.704  -2.433
H 1.133 -2.218 -0.580  0.487
C 2.513 -8.209 3.831  0.368
N 2.743 -7.122 4.134  -0.365
C 4.307 -3.080 6.554  0.378
H -2.178 -3.119 9.587  0.168
O -0.174 1.751 -3.318  -0.638
N -6.276 5.671 -2.061  -0.520
H 3.098 2.438 4.899  0.372
N 1.479 -1.693 3.016  -0.472
H -3.226 0.385 -3.931  0.079
H 4.277 2.472 -1.166  0.871
C -1.017 -5.496 12.467  -0.814
N -7.087 1.192 -4.387  -0.594
H 2.112 0.959 -3.661  0.851
H -5.287 7.763 -6.529  0.378
C -1.739 -0.920 -4.554  0.478
H -0.428 -3.374 4.825  0.384
H -3.706 -0.707 -5.242  -0.066
O 4.985 0.457 0.711  -0.091
S 0.486 2.159 -2.117  1.301
H -1.368 -6.439 12.055  0.271
H 4.103 -4.999 1.921  0.227
H -6.139 7.988 -4.992  0.157
H 4.710 -3.750 -1.354  0.325
N 4.294 1.030 -5.638  -0.421
N -0.804 -1.553 -4.336  -0.457
H 4.476 -0.648 -3.146  0.526
H -7.756 4.977 0.618  0.349
C -0.435 -4.685 11.409  0.360
H -7.385 -3.007 -7.090  0.309
H 3.953 -6.751 1.746  0.093
N -5.355 9.740 -7.431  -0.460
H 4.783 1.976 5.221  0.358
C -8.928 1.148 -0.317  0.385
H -2.677 -1.838 8.469  0.330
H -0.776 -0.392 -1.926  0.401
C 4.649 -5.919 1.719  -0.493
H -4.703 6.953 -5.058  0.291
H 2.380 -10.242 4.295  0.284
F 6.657 -0.176 -2.252  -0.295
H 6.136 -3.296 7.540  0.283
H -9.578 0.058 -1.977  0.321
O -0.187 3.165 -1.352  -0.725
C 5.081 -3.493 7.714  -0.850
C 3.350 0.722 -1.870  3.713
H 2.768 -0.944 -3.137  1.188
H 7.992 -1.263 2.867  0.420
H -0.404 -2.063 1.414  0.643
H -5.302 3.700 -5.029  0.286
C 7.134 -0.614 2.706  -0.237
C -6.589 5.112 -1.103  0.547
H -7.093 -2.994 -5.340  0.246
H 5.403 -6.061 2.489  0.300
C -5.377 11.437 -5.454  -0.770
H 3.451 2.453 -8.313  0.333
H 2.511 -0.072 0.012  0.565
C 0.862 0.740 -1.064  0.231
N -5.188 2.046 -0.600  -0.342
H 0.947 -4.426 4.469  0.183
F 6.480 -1.234 -0.331  -0.186
H 2.242 2.901 -7.094  0.271
H 1.190 -9.660 3.117  0.268
N -1.652 -4.219 6.695  -0.451
H -6.093 4.042 -3.489  -0.071
H -7.370 3.429 -0.148  -0.062
H -0.961 -2.059 8.873  0.272
H 5.194 1.700 -2.406  0.390
H -8.161 -0.610 -1.143  0.253
C -6.982 4.408 0.105  -0.582
H -0.968 -0.427 0.660  -0.021
C -6.414 2.118 -4.251  0.421
H -7.995 0.829 -2.163  -0.118
N -4.301 -2.522 -6.711  -0.432
H 3.800 3.747 -7.151  0.285
H -2.114 1.515 -0.107  -0.314
C 1.151 -2.453 3.814  0.554
H 6.228 -1.216 2.655  0.168
C 2.699 1.569 -2.990  -2.169
H -4.445 11.996 -5.441  0.274
H 0.822 -0.938 -2.448  -0.001
H 4.938 -4.557 7.891  0.275
C 3.760 -1.743 -1.521  0.865
H 7.253 -0.081 1.767  -0.153
C 2.223 -9.581 3.446  -0.791
C -4.105 2.147 -0.220  0.237
O 3.056 -2.856 -1.804  -0.669
C -1.762 -3.491 7.579  0.464
C 7.026 0.338 3.801  0.335
C 5.577 0.997 -0.446  0.230
H 2.513 1.639 -0.152  0.864
N 3.694 -2.753 5.636  -0.359
C 3.598 -0.642 -2.516  -2.578
H -7.216 -1.464 -6.224  0.246
H -6.126 4.291 0.762  0.219
H 3.861 -1.469 -0.494  0.848
N 6.916 1.096 4.661  -0.525
H 3.733 0.901 4.285  0.257
N 0.026 -4.048 10.568  -0.358
H -1.855 -4.968 12.917  0.269
H 0.353 0.973 -0.141  0.809
C 3.307 2.788 -7.288  -0.996
H 4.526 1.166 1.168  -0.297
H 4.754 -2.937 8.590  0.277

E_HOMO (eV): -9.3
Molecular weight (g/mol): 1058.25
Gap between HOMO and LUMO (hartree): 0.3468

Going through the records in order, we get electronic energy values of -98673.033, -17442.296, -15522.002, -106470.466 eV.
Going through the records in order, we get max |F| values of 0.074, 0.047, 0.048, 0.067 Eh/bohr.